[1]
A structure of composition C57H51AsINO2P2RhS3. Source: the Open Molecules 2025 dataset; level of theory: ωB97M-V/def2-TZVPD.

```
! RIJCOSX wB97M-V def2-TZVPD def2/J DEFGRID3
* xyz -2 6
Rh -1.32906 1.58253 -0.31793
S -0.98802 2.74109 1.84503
P 0.82642 2.83688 1.13129
C 0.89320 2.37612 -0.38459
P 1.16035 3.10021 -1.85927
S -1.85864 3.51849 -1.79853
C 1.75663 1.90102 -3.14956
C 1.74945 2.38382 -4.43376
C 2.39730 1.64714 -5.41901
C 3.18785 0.53392 -5.03486
C 3.23778 0.12454 -3.70166
C 2.51800 0.83797 -2.74891
C 2.77000 4.24457 -1.88926
C 2.94472 5.29787 -2.80626
C 3.93553 6.24742 -2.60110
C 4.83231 6.05136 -1.55302
C 4.67484 5.07229 -0.60598
C 3.60997 4.17071 -0.77721
C 1.37802 4.60079 1.41299
C 0.75395 5.58475 0.62165
C 1.10891 6.90406 0.73264
C 2.03072 7.21701 1.73143
C 2.44773 6.33402 2.68109
C 2.11016 5.00193 2.53393
C 1.92059 1.73076 2.12476
C 1.59744 1.35476 3.46268
C 2.50207 0.60405 4.14087
C 3.68741 0.16237 3.57651
C 4.05325 0.55400 2.34659
C 3.16048 1.33207 1.59673
H 1.18355 3.30851 -4.62265
H 2.44696 1.98806 -6.45369
H 3.84001 0.07885 -5.74797
H 3.88799 -0.71799 -3.48497
H 2.59010 0.57085 -1.71220
H 2.24068 5.39927 -3.60979
H 4.12503 7.06118 -3.29822
H 5.66851 6.75275 -1.48460
H 5.30241 5.09588 0.26355
H 3.44675 3.39574 -0.01397
H 0.09025 5.21166 -0.17189
H 0.76753 7.68500 0.13584
H 2.39192 8.27036 1.79128
H 3.01885 6.65902 3.54948
H 2.44070 4.21867 3.20673
H 0.63902 1.63143 3.85125
H 2.25856 0.26907 5.16437
H 4.25467 -0.53275 4.15057
H 5.02101 0.21787 1.96989
H 3.38754 1.66775 0.63090
S -0.41339 4.77870 -4.00706
C -0.28854 3.86104 -2.60308
I -4.92462 -4.68181 -3.69341
C -4.49034 -3.37840 -1.85472
C -3.60888 -2.15965 -2.12300
C -3.89992 -0.71536 -1.60035
C -4.19803 -0.62617 0.61400
C -5.30156 -1.46142 1.17596
C -5.08571 -3.56524 -0.45943
C -3.97176 0.64106 1.42797
O -4.44588 0.72246 2.54343
O -3.37821 1.61706 0.83677
H -3.21163 -2.18447 -3.11712
H -3.49615 0.09348 -2.19576
H -5.54109 -1.37532 2.23424
H -5.62287 -4.51359 -0.43545
C -4.46909 -4.71004 4.03937
C -3.34963 -3.99235 3.25066
C -2.50303 -4.69385 2.33959
C -1.51367 -3.98601 1.62426
C -0.71342 -4.85384 0.63133
C -1.31780 -2.60079 1.83370
As -0.37886 -1.16008 0.77651
N -1.70026 -0.43077 -0.28865
C -2.98877 -1.12230 -0.34817
C -5.03688 -0.31885 -0.64386
C -6.19899 -1.15973 -0.02577
C -5.82425 -2.55811 0.38194
C -3.62030 -3.84505 -0.70891
C -2.76168 -2.55319 -0.90610
C 0.80152 -2.24675 -0.45603
C 1.78912 -2.95216 0.25319
C 1.90371 -2.90509 1.77108
C 2.77889 -3.64832 -0.43304
C 2.80961 -3.65567 -1.80579
C 3.84658 -4.47779 -2.48348
C 1.83851 -2.88814 -2.51488
C 0.87632 -2.11485 -1.84744
C -0.02433 -1.20563 -2.63281
C -1.95822 -1.98714 2.93929
C -1.61702 -0.62416 3.48214
C -3.01447 -2.68382 3.57166
H -4.27341 -5.75861 4.17012
H -5.42641 -4.64829 3.52209
H -4.60367 -4.20857 5.00599
H -2.60900 -5.74484 2.26102
H -1.11861 -5.83272 0.63573
H 0.33620 -4.79508 0.89331
H -0.73396 -4.50174 -0.42546
H -5.31940 0.70559 -0.74381
H -7.23090 -0.82364 -0.04722
H -6.63770 -3.01524 0.94365
H -3.24778 -4.78180 -0.48175
H -1.69710 -2.78280 -1.09784
H 1.06403 -3.45692 2.24613
H 1.79971 -1.90083 2.17500
H 2.84249 -3.33672 2.10555
H 3.51891 -4.20843 0.11061
H 3.89063 -5.49763 -2.03726
H 4.83321 -4.03137 -2.34162
H 3.70442 -4.55786 -3.55068
H 1.89524 -2.83052 -3.61575
H 0.11700 -0.21542 -2.18603
H -1.06330 -1.49408 -2.54110
H 0.24313 -1.25314 -3.70282
H -0.53771 -0.60146 3.62889
H -2.13347 -0.42364 4.43999
H -1.84057 0.16513 2.77068
H -3.61838 -2.12692 4.34865
*
```

## Properties
LUMO (spin up / spin down) = 3.41 / 3.41 eV
highest occupied orbital energy (spin up / spin down) = -0.633 / -2.204 eV
molar mass = 1244.92 Da



[2]
An isolated molecule of C7H8. Source: the Open Molecules 2025 dataset; level of theory: ωB97M-V/def2-TZVPD.

```
! RIJCOSX wB97M-V def2-TZVPD def2/J DEFGRID3
* xyz 0 1
C -0.07855 -2.19673 -0.26689
C -0.13148 -0.87865 -0.22597
C -1.27492 0.02647 0.15409
C -0.42053 1.25431 -0.28470
C 0.51331 1.62051 0.84645
C 1.48536 0.78538 0.46163
C 0.72275 0.26677 -0.73476
H 0.68794 -2.71714 -0.82142
H -0.84878 -2.78075 0.23018
H -2.04024 -0.31232 -0.53779
H -1.66416 0.06145 1.17619
H -0.84648 2.04011 -0.91908
H 0.32824 2.20237 1.74425
H 2.39485 0.39444 0.90984
H 1.17268 0.23378 -1.73203
*
```

## Properties
SMILES = C=C1C[C@H]2C=C[C@@H]12
LUMO = 1.15 eV
highest occupied orbital energy = -9.123 eV
molar mass = 92.14 Da



[3]
A structure of composition C26H46AlOP2. Source: the Open Molecules 2025 dataset; level of theory: ωB97M-V/def2-TZVPD.

```
! RIJCOSX wB97M-V def2-TZVPD def2/J DEFGRID3
* xyz 1 1
Al -0.10686 -0.05847 -3.97240
C -0.16821 0.74497 3.72277
C -1.26506 -0.14436 3.56007
C 0.57232 -1.37813 4.19725
C 0.96651 -0.01758 4.10382
C -0.81642 -1.44894 3.89058
C -0.17079 2.20795 3.53652
H -1.19321 2.58831 3.44753
H 0.38558 2.50553 2.63663
H 0.30790 2.70917 4.38878
C 2.31472 0.52839 4.33532
H 2.86331 0.67623 3.39187
H 2.90706 -0.14193 4.96910
H 2.24462 1.50385 4.83598
C 1.43479 -2.53419 4.51508
H 0.97265 -3.17845 5.27858
H 2.41120 -2.20228 4.88668
H 1.61192 -3.16442 3.62503
C -1.64724 -2.66846 3.94290
H -2.03337 -2.84622 4.95866
H -1.07187 -3.55985 3.66199
H -2.51674 -2.59065 3.27919
C -2.62804 0.22839 3.12173
H -3.28673 0.46316 3.97370
H -3.09478 -0.59324 2.56089
H -2.59725 1.11571 2.47243
C 0.00784 1.78575 -4.41653
C -0.61564 2.42859 -3.20029
C -2.13508 2.21059 -3.07044
C -2.70060 0.79317 -2.85044
C -1.97150 -0.37380 -3.50097
C -1.70926 -0.40283 -4.92716
C -1.95880 0.82437 -5.81367
C -0.86684 1.92799 -5.67582
H -2.62076 2.64864 -3.95798
H -3.74251 0.83156 -3.22189
H -2.47770 2.84067 -2.23691
H -1.35847 2.90896 -5.72543
H 1.00873 2.17864 -4.61246
H -0.49240 3.52563 -3.30066
H -0.21442 1.86506 -6.55827
H -1.96223 0.47116 -6.85621
H -1.80540 -1.36022 -5.44108
H -2.95838 1.26062 -5.65027
H -2.78089 0.61220 -1.76312
H -2.19849 -1.32806 -3.01296
P 0.40427 2.60467 -1.43696
P 1.39400 -2.52670 0.01214
C 1.09896 -0.68159 -2.39048
C 1.23153 -2.11482 -1.82159
H 0.79627 -0.01380 -1.57162
H 2.10985 -0.34952 -2.68874
H 0.38264 -2.73125 -2.15301
H 2.14175 -2.57471 -2.23765
C 2.19098 -4.10456 0.25570
H 2.28170 -4.32126 1.33149
H 3.18784 -4.10177 -0.21145
H 1.57438 -4.88910 -0.20977
C -0.31913 -2.55783 0.57047
H -0.94314 -3.03670 -0.19769
H -0.69430 -1.53974 0.73657
H -0.40676 -3.13186 1.50070
C 1.18749 4.25581 -1.47426
H 0.65476 4.97440 -0.83860
H 1.28146 4.64576 -2.49567
H 2.19554 4.08297 -1.06241
C -0.86994 2.84166 -0.14473
H -0.56859 2.17633 0.67560
H -1.88128 2.57455 -0.46683
H -0.86251 3.88202 0.19847
C 3.62836 -1.54818 1.54136
C 2.30640 -1.19721 0.93697
O 1.75069 -0.09112 1.03020
H 4.09668 -0.64884 1.96351
H 4.29599 -1.97231 0.77436
H 3.51090 -2.29847 2.34579
*
```

## Properties
LUMO (spin up / spin down) = -3.55 / -3.36 eV
highest occupied orbital energy (spin up / spin down) = -9.473 / -9.569 eV
molar mass = 463.58 Da



[4]
An isolated molecule of C3H3N3OS. Source: the Open Molecules 2025 dataset; level of theory: ωB97M-V/def2-TZVPD.

```
! RIJCOSX wB97M-V def2-TZVPD def2/J DEFGRID3
* xyz 0 1
S 2.41709 -0.74410 -0.05290
N 1.71523 0.88847 0.00450
C 0.48706 1.14610 -0.16192
C -0.65267 0.25191 -0.17330
C -0.89427 -1.08211 -0.14951
N -2.14715 -1.29776 -0.06315
O -2.73206 -0.09733 0.10928
N -1.85072 0.81189 -0.03079
H 3.66233 -0.35170 0.57571
H 0.08293 2.20785 -0.02772
H -0.08777 -1.73323 -0.03021
*
```

## Properties
SMILES = S/N=C\c1cnon1
LUMO = 0.04 eV
highest occupied orbital energy = -9.563 eV
molar mass = 129.14 Da



[5]
A cluster of 12 separate species, C17H58N2O12 in total. Source: the Open Molecules 2025 dataset; level of theory: ωB97M-V/def2-TZVPD.

```
! RIJCOSX wB97M-V def2-TZVPD def2/J DEFGRID3
* xyz 0 1
N 0.20057 -3.82208 -2.41827
C -0.11843 -2.62808 -2.15027
N -1.12943 -2.58408 -1.32127
O 0.34757 -1.52608 -2.90727
H 0.64657 -4.00308 -3.36327
H -0.21943 -4.58808 -1.88927
H -1.32243 -1.67108 -0.90227
H -1.61043 -3.41908 -0.96027
C 0.23457 -3.85708 1.67473
C -0.90843 -2.99108 2.15773
O -1.47343 -3.63408 3.22673
H -0.07543 -4.82608 1.28573
H 1.03257 -4.10008 2.40473
H 0.80957 -3.44008 0.87273
H -1.59643 -2.64608 1.40373
H -0.47843 -2.05908 2.55073
H -2.22643 -3.11108 3.48873
C -5.33643 -1.28708 1.12273
C -3.87743 -0.97708 0.64273
O -3.60143 -1.71908 -0.54127
H -5.46743 -0.61808 2.05073
H -5.43643 -2.25308 1.48173
H -6.11543 -1.02408 0.44073
H -3.14843 -1.19108 1.45473
H -3.70443 0.05692 0.38173
H -4.29043 -1.43008 -1.15427
C -3.02343 1.55392 2.66673
C -2.49143 2.77592 1.93373
O -2.26543 2.48692 0.56273
H -4.00843 1.36892 2.35173
H -3.02943 1.84492 3.73573
H -2.51143 0.61392 2.59673
H -1.55143 2.88792 2.47073
H -3.00943 3.73292 2.14773
H -1.92943 3.23292 0.06673
C 2.89657 -2.02308 2.18373
C 4.24057 -1.43708 2.20973
O 5.01857 -1.77008 0.98773
H 2.11657 -1.52708 1.59973
H 2.46657 -2.05408 3.13573
H 2.83257 -2.95508 1.66073
H 4.76757 -1.81508 3.07773
H 4.06357 -0.37008 2.25173
H 5.91657 -1.50808 1.17473
C 4.03057 1.60092 -2.60727
C 3.85357 0.08892 -2.35627
O 4.02257 0.00792 -0.97527
H 3.36257 2.16392 -2.00427
H 3.76357 1.86692 -3.63527
H 5.11757 1.87092 -2.48427
H 4.59357 -0.53508 -2.87327
H 2.86257 -0.31108 -2.61327
H 3.93657 -0.89908 -0.71027
C 0.55057 0.56992 3.61373
O 0.91157 0.84492 4.96173
H -0.52443 0.42792 3.59973
H 1.15157 -0.27108 3.24373
H 0.65757 1.45192 2.98473
H 1.09157 -0.03708 5.31073
C 1.88457 3.16492 0.17673
O 0.89957 3.38792 1.18273
H 2.63457 2.35092 0.37373
H 2.42057 4.13592 0.01173
H 1.41957 2.87492 -0.73927
H 1.30457 3.65292 2.01973
C 0.95457 1.63992 -4.32327
O 1.35757 0.28692 -4.60227
H 1.43357 2.31992 -4.98427
H 1.22757 2.00392 -3.37027
H -0.10143 1.66292 -4.45927
H 1.15657 -0.20608 -3.82627
C -2.33943 0.37392 -2.59527
O -2.50743 -0.86208 -3.28627
H -3.10043 0.58492 -1.83827
H -2.32343 1.18492 -3.27827
H -1.34243 0.35592 -2.08227
H -2.17543 -1.57208 -2.72327
C 0.53957 0.12992 0.05673
O -0.81043 0.05192 0.32073
H 0.75057 0.76092 -0.78827
H 0.96357 -0.85108 -0.14327
H 1.12357 0.51192 0.91173
H -1.21743 0.93192 0.47973
C -0.72843 3.43492 -2.00727
O -1.57843 4.28792 -1.32727
H -0.55743 2.45992 -1.52927
H 0.22157 3.95492 -2.15127
H -1.04043 3.33492 -2.99627
H -1.48543 5.12092 -1.78427
*
```

## Properties
SMILES = NC(N)=O.CCO.CCO.CCO.CCO.CCO.CO.CO.CO.CO.CO.CO
LUMO = 0.38 eV
highest occupied orbital energy = -9.202 eV
molar mass = 482.65 Da